Computed, not measured: 2 unconnected molecules or ions with the total composition C2H3N3O3 in a non-equilibrium geometry, with the ωB97M-V functional and the def2-TZVPD basis.

Last columns: bonded neighbours and bond lengths (Å).
CARTESIAN COORDINATES (ANGSTROEM)
1 O 0.04 -0.06 -2.49  N4 1.588
2 O 1.16 0.81 0.77  C7 1.453, C8 1.371
3 O -1.76 -0.49 -0.32  N6 1.377, H9 1.021
4 N 0.97 0.36 -1.27  O1 1.588, C7 1.244
5 N -0.84 0.16 1.90  N6 1.591, C8 1.397
6 N -0.65 -0.55 0.49  O3 1.377, N5 1.591, C7 1.408
7 C 0.46 -0.03 -0.20  O2 1.453, N4 1.244, N6 1.408
8 C 0.46 0.67 1.95  O2 1.371, N5 1.397, H10 1.063
9 H -1.99 -1.43 -0.63  O3 1.021
10 H 0.75 1.24 2.80  C8 1.063
11 H 1.40 -0.68 -3.00  no bonds

As for the HOMO-LUMO gap: 0.3031 Eh. Its HOMO energy is -9.20 eV. As for the total energy: -467.6408 hartree. The energy above the lowest of the compared OMol25 structures with the same formula, charge and spin is 203.0 kcal per mole.